No. 1
A molecular structure, C31H42N11O2ReSSi, computed with ωB97M-V with the def2-TZVPD basis set.

The geometry in XYZ format:
```
89
Properties=species:S:1:pos:R:3:forces:R:3
Re 0.1863 -0.1094 -0.0838 -0.37 1.00 2.49
C -3.9961 2.3795 5.3820 -0.01 -0.04 -0.04
C -2.7381 2.5652 4.5916 0.13 -0.03 -0.04
C -2.6696 3.5350 3.5942 0.10 -0.03 -0.02
C -1.5571 3.6400 2.7785 -0.14 0.23 -0.03
C -0.5010 2.7641 2.9511 0.52 -0.07 -0.44
C -0.5153 1.8427 3.9801 0.10 -0.14 0.10
C -1.6279 1.7516 4.7987 0.00 0.05 -0.07
S 0.8232 2.6969 1.7524 0.67 -0.30 0.59
O 1.1313 4.0069 1.2587 -0.34 -0.05 0.00
O 1.8880 1.8616 2.2215 -0.45 0.16 0.17
N 0.0858 1.7941 0.5431 1.44 -1.03 0.02
C -0.9932 2.2919 -0.1099 -1.90 1.11 -0.93
C -1.2370 3.6446 -0.3916 0.05 -0.35 0.01
C -2.3564 3.9612 -1.1289 -0.11 -0.27 0.00
C -3.2091 2.9434 -1.5566 0.06 0.04 0.04
C -2.8918 1.6342 -1.2430 -0.29 0.14 -0.19
N -1.8071 1.3067 -0.5505 0.95 0.06 0.47
H -4.4921 3.3310 5.5594 -0.05 0.01 0.05
H -3.8125 1.8854 6.3327 0.03 0.03 0.07
H -4.6775 1.7467 4.8103 -0.10 0.01 0.03
H -3.4991 4.2119 3.4560 -0.09 0.09 -0.04
H -1.4996 4.4013 2.0198 -0.07 0.13 -0.04
H 0.3478 1.2141 4.1277 0.09 -0.12 0.08
H -1.6392 1.0305 5.6008 0.00 -0.11 0.13
H -0.5084 4.3732 -0.0729 -0.11 0.13 -0.06
H -2.5603 4.9910 -1.3810 -0.04 0.08 -0.04
H -4.0858 3.1669 -2.1420 -0.13 -0.03 0.00
H -3.5198 0.8108 -1.5576 -0.03 -0.01 -0.08
C -0.5398 0.3596 -3.3926 -0.50 -0.23 -0.10
N 0.6897 0.7163 -2.6475 -0.19 -0.17 0.76
C 0.8404 2.1853 -2.7471 0.02 0.51 0.15
N 0.8818 2.6419 -4.1209 0.07 0.34 -0.01
C -0.3525 2.2440 -4.7861 -0.11 0.14 -0.03
N -0.5078 0.7934 -4.7729 -0.20 -0.12 -0.08
C 0.6469 0.1916 -5.4307 -0.08 -0.16 -0.11
N 1.8891 0.5592 -4.7645 0.18 -0.14 -0.06
C 1.8278 0.1196 -3.3827 0.43 -0.32 0.02
C 2.0075 2.0133 -4.8012 0.13 0.13 0.01
H -1.3955 0.8404 -2.9130 0.21 -0.17 -0.04
H -0.6688 -0.7276 -3.3608 0.03 0.09 0.06
H 1.7615 2.4914 -2.2373 -0.13 -0.09 0.01
H -0.0148 2.6618 -2.2613 0.19 -0.11 -0.05
H -0.3468 2.6005 -5.8185 0.03 -0.01 0.06
H -1.1973 2.6971 -4.2579 0.01 -0.01 -0.08
H 0.6789 0.5253 -6.4694 0.02 -0.05 0.02
H 0.5404 -0.8953 -5.4045 -0.02 0.00 -0.07
H 2.7614 0.3979 -2.8838 -0.15 -0.08 0.00
H 1.7199 -0.9704 -3.3646 0.05 0.10 0.06
H 2.0298 2.3465 -5.8418 0.03 -0.03 0.08
H 2.9344 2.3192 -4.3112 0.01 -0.03 -0.03
C -0.7113 -2.7216 4.2130 -0.20 0.18 -0.70
Si -1.3614 -2.3799 2.4434 -0.05 -0.04 0.00
C -3.2645 -2.2708 2.5026 0.74 -0.12 -0.11
C -0.7602 -3.8059 1.3049 -0.33 0.46 0.43
C -0.7464 -0.6692 1.8223 0.37 -0.04 -1.32
H -1.3516 -3.4346 4.7276 -0.15 -0.12 -0.03
H -0.7056 -1.8123 4.8089 -0.02 0.17 0.05
H 0.2963 -3.1302 4.2313 0.17 0.00 -0.10
H -3.7159 -3.1904 2.8593 -0.04 -0.23 0.08
H -3.6873 -2.0515 1.5261 -0.02 0.04 -0.20
H -3.5730 -1.4755 3.1773 0.04 0.14 0.11
H -1.0205 -4.7705 1.7308 -0.07 -0.17 0.12
H 0.3221 -3.7422 1.2073 0.20 0.11 0.10
H -1.2086 -3.7258 0.3193 -0.15 0.02 -0.14
H -0.0488 -0.2934 2.5725 0.22 -0.03 -0.05
H -1.6160 -0.0006 1.8507 -0.03 -0.07 0.07
N 7.1749 -2.1676 1.6034 0.33 -0.11 0.06
C 6.1003 -1.8069 1.4308 0.46 -0.12 0.13
C 4.7708 -1.3843 1.1969 -0.83 0.34 -0.21
C 4.5048 -0.4004 0.2437 0.14 -0.13 0.06
C 3.1972 -0.0406 -0.0171 -0.16 -0.02 0.02
C 2.1166 -0.6550 0.6237 -0.72 0.29 -0.40
C 2.4110 -1.5969 1.6153 -0.20 0.11 -0.29
C 3.7129 -1.9547 1.9060 0.11 0.04 -0.03
H 5.3227 0.0763 -0.2804 0.02 -0.01 0.02
H 3.0135 0.7569 -0.7277 0.03 0.05 -0.05
H 1.6038 -2.0494 2.1713 -0.05 -0.11 0.11
H 3.9229 -2.6771 2.6802 0.03 -0.09 0.06
N 1.6581 -5.7494 -3.1543 -0.02 -0.06 0.10
C 1.1822 -5.0187 -2.1417 0.19 -0.10 0.31
N 0.9906 -5.5844 -0.9463 -0.01 0.07 -0.10
N 0.9153 -3.7480 -2.3788 -0.18 -0.23 -0.94
C 0.5474 -2.8184 -1.6130 -0.03 0.87 0.77
N 0.2297 -1.8551 -1.0179 0.28 -1.35 -0.81
H 1.9015 -6.7185 -3.0415 -0.02 0.05 0.02
H 1.8127 -5.3240 -4.0536 -0.05 0.09 0.13
H 1.1979 -6.5541 -0.7834 -0.01 -0.02 0.02
H 0.6142 -5.0351 -0.1834 0.03 -0.14 -0.11
```
Positions in Å, forces in eV/Å.

2S+1: 2
⟨S²⟩: 0.760
Charge: +1
Frontier orbital gap (spin up / spin down) (hartree): 0.2247 / 0.2332

***

No. 2
A single C31H42N2O4 molecule, computed with ωB97M-V with the def2-TZVPD basis set.

The geometry in XYZ format:
```
79
Properties=species:S:1:pos:R:3:forces:R:3
C 5.8836 -0.2872 -1.9295 0.06 0.24 0.08
C 5.7467 0.8615 -0.9376 -0.20 -0.28 0.01
C 4.7195 0.5513 0.1484 0.29 0.40 -0.06
C 4.5829 1.6967 1.1466 -0.08 -0.31 0.04
C 3.5653 1.4043 2.2603 0.26 0.19 0.06
C 2.1815 1.2721 1.6909 -0.22 0.59 0.05
C 1.5223 2.4246 1.4147 0.28 -0.39 0.14
C 0.2316 2.4695 0.7795 -0.10 0.77 -0.05
O -0.3874 3.4685 0.4969 0.16 -0.42 0.05
O -0.3097 1.2613 0.4509 -0.07 -0.07 -0.13
C 0.2736 0.0836 0.7544 0.51 -0.89 0.23
C -0.4671 -1.0459 0.3986 -0.10 -0.19 -0.06
C -1.8307 -0.9096 -0.2436 0.04 0.18 -0.11
C -1.7037 -0.4130 -1.6871 0.12 -0.33 -0.09
C -0.8514 -1.3769 -2.5312 -0.04 0.05 0.07
N -0.8164 -1.1294 -3.9521 0.00 0.22 -0.14
C -2.0438 -1.3952 -4.6957 -0.14 -0.36 -0.09
C -2.0933 -0.3499 -5.8173 0.05 -0.06 0.03
C -0.6664 0.1953 -5.8561 0.01 0.08 0.14
C -0.2766 0.1461 -4.3844 0.15 0.03 -0.06
C -2.7068 -0.0459 0.6409 -0.29 -0.18 0.06
C -3.2867 1.1487 0.2424 0.00 -0.22 0.06
C -4.0455 1.9038 1.1133 -0.06 0.15 0.06
C -4.2621 1.4999 2.4354 -0.02 -0.14 -0.18
N -5.0474 2.2518 3.2892 -0.16 0.18 0.23
C -5.1488 1.8728 4.6764 0.05 -0.10 -0.02
C -5.2654 3.6462 2.9747 -0.03 -0.02 -0.16
C -3.6822 0.2887 2.8311 -0.03 0.02 0.24
C -2.9281 -0.4578 1.9495 -0.02 0.09 -0.22
C 0.0748 -2.3000 0.6711 0.07 0.59 0.02
O -0.6685 -3.3781 0.3106 -0.01 0.39 -0.01
C -0.1709 -4.6723 0.5467 0.09 -0.27 0.04
C 1.3185 -2.4020 1.2921 0.20 -0.43 0.10
C 2.0452 -1.2812 1.6510 -0.29 0.13 -0.14
O 3.2497 -1.3834 2.2754 -0.29 0.22 -0.13
C 3.7954 -2.6533 2.5387 0.11 -0.22 0.04
C 1.5395 0.0150 1.3799 -0.24 -0.23 -0.11
H 4.9300 -0.4875 -2.4135 -0.09 -0.07 -0.08
H 6.2063 -1.1938 -1.4215 0.03 -0.13 0.01
H 6.6145 -0.0463 -2.6979 0.05 -0.07 -0.12
H 5.4459 1.7663 -1.4704 0.05 0.08 0.02
H 6.7163 1.0581 -0.4736 0.02 0.09 0.01
H 3.7512 0.3592 -0.3196 -0.05 -0.11 -0.02
H 5.0176 -0.3547 0.6790 -0.04 -0.10 0.00
H 5.5546 1.8899 1.6070 0.04 0.06 -0.01
H 4.2794 2.6018 0.6152 0.04 0.07 0.01
H 3.5699 2.2479 2.9541 -0.06 -0.04 0.01
H 3.8617 0.5116 2.7997 0.00 0.18 0.05
H 1.9592 3.3834 1.6467 0.03 0.08 0.02
H -2.2691 -1.9135 -0.2717 0.04 0.17 -0.03
H -1.2500 0.5773 -1.6915 -0.10 0.08 -0.05
H -2.7038 -0.3410 -2.1190 -0.05 0.09 -0.03
H -1.2193 -2.3983 -2.3916 0.07 -0.02 0.11
H 0.1834 -1.3442 -2.1734 -0.05 -0.11 0.08
H -2.9407 -1.3413 -4.0669 0.01 -0.01 -0.01
H -1.9837 -2.4125 -5.1020 -0.18 0.05 0.02
H -2.4063 -0.7772 -6.7682 -0.07 0.03 -0.01
H -2.7868 0.4506 -5.5554 -0.02 0.01 -0.02
H -0.6054 1.1971 -6.2768 0.04 0.02 -0.05
H -0.0240 -0.4731 -6.4295 0.07 0.01 -0.03
H -0.7149 1.0059 -3.8531 0.03 0.02 -0.01
H 0.8048 0.1578 -4.2254 0.00 0.11 0.02
H -3.1407 1.5229 -0.7576 0.07 0.05 -0.14
H -4.4664 2.8259 0.7492 -0.05 0.12 -0.01
H -4.1930 1.9543 5.2119 0.00 -0.04 0.05
H -5.8763 2.5153 5.1698 0.02 -0.03 -0.02
H -5.5074 0.8456 4.7555 0.02 0.00 0.10
H -4.3295 4.1644 2.7376 -0.01 0.04 -0.02
H -5.7269 4.1419 3.8259 -0.01 -0.03 -0.02
H -5.9427 3.7431 2.1226 0.03 0.12 -0.01
H -3.8027 -0.0789 3.8375 -0.04 0.00 0.10
H -2.4872 -1.3848 2.2924 0.05 -0.09 0.05
H -0.0235 -4.8619 1.6150 0.01 0.03 -0.05
H -0.9336 -5.3504 0.1669 0.09 0.01 0.04
H 0.7657 -4.8491 0.0085 -0.03 0.02 0.03
H 1.7193 -3.3779 1.5020 0.06 -0.08 0.03
H 3.9657 -3.2194 1.6176 -0.03 0.02 0.03
H 4.7529 -2.4608 3.0214 -0.06 -0.06 -0.03
H 3.1640 -3.2345 3.2180 0.00 0.03 -0.05
```
Positions in Å, forces in eV/Å.

2S+1: 1
Frontier orbital gap (hartree): 0.2771

***

No. 3
A molecular structure, C31H42N4O2PdSSi, computed with ωB97M-V with the def2-TZVPD basis set.

The geometry in XYZ format:
```
82
Properties=species:S:1:pos:R:3:forces:R:3
Pd 0.2924 -0.2164 0.3985 -2.03 -0.30 0.02
C 0.1575 2.7598 -2.8978 0.17 0.07 -0.10
C 0.5237 1.8731 -1.7481 0.99 0.24 -0.19
N -0.3805 1.4485 -0.9490 0.34 -0.59 -0.52
O -1.6359 1.8859 -1.3185 -0.66 0.21 0.20
C 1.9343 1.4777 -1.5127 -0.59 0.04 0.04
C 3.0901 2.0437 -2.2784 -0.13 0.13 -0.16
N 2.0907 0.5881 -0.5699 1.20 0.24 -0.20
O 3.2654 0.1138 -0.3158 -0.10 0.02 0.07
H -0.7966 2.4486 -3.3206 0.08 0.02 -0.02
H 0.9272 2.7372 -3.6661 0.00 0.02 0.05
H 0.0401 3.7920 -2.5580 -0.01 -0.03 0.00
H -2.1798 1.4780 -0.6429 -0.43 -0.02 0.14
H 3.1790 3.1306 -2.1436 -0.05 -0.17 -0.04
H 3.0168 1.8482 -3.3536 0.00 0.01 0.08
H 3.9954 1.5706 -1.9073 0.00 -0.01 0.03
C 2.7371 2.2423 5.5500 -0.05 -0.01 -0.03
C 4.0908 2.2204 4.8321 -0.12 0.03 0.00
C 4.2260 1.1506 3.7486 -0.10 -0.07 0.02
C 3.2682 1.2879 2.5642 -0.32 0.11 0.27
N 1.8731 0.8744 2.8259 0.20 -0.41 -0.05
C 1.1865 -0.2603 2.5861 0.50 -0.41 0.29
S -0.5416 -0.2290 2.8186 0.48 -0.05 -0.49
N 1.7748 -1.4537 2.2981 0.57 0.40 0.37
C 3.1701 -1.8928 2.4504 -0.54 -0.16 0.10
C 3.4340 -2.5309 3.8175 0.03 0.09 0.01
C 3.0762 -4.0128 3.8751 -0.12 -0.02 -0.08
C 1.6099 -4.3045 3.5427 0.15 0.05 0.05
H 2.7875 2.8424 6.4624 0.02 -0.04 -0.08
H 2.4171 1.2314 5.8294 0.06 0.14 -0.03
H 1.9450 2.6795 4.9312 0.13 -0.09 0.06
H 4.8827 2.0648 5.5695 -0.02 -0.02 -0.01
H 4.2838 3.2019 4.3849 -0.01 -0.02 0.04
H 4.0948 0.1618 4.1967 0.03 -0.02 0.03
H 5.2473 1.1823 3.3512 -0.10 -0.01 0.00
H 3.6192 0.7730 1.6868 0.08 -0.26 -0.36
H 3.2090 2.3363 2.2699 -0.05 0.10 0.01
H 1.2408 1.5970 3.0981 -0.19 0.38 0.08
H 1.0925 -2.1852 2.2875 -0.22 -0.34 -0.09
H 3.8327 -1.0760 2.2406 0.15 0.29 -0.02
H 3.3508 -2.6225 1.6611 0.00 -0.04 -0.09
H 2.8607 -1.9878 4.5780 0.06 0.02 -0.02
H 4.4914 -2.4015 4.0652 0.00 -0.03 0.00
H 3.3134 -4.3923 4.8715 -0.04 -0.01 0.02
H 3.7221 -4.5580 3.1779 -0.03 0.00 0.02
H 0.9312 -3.6665 4.1271 0.16 -0.14 -0.09
H 1.3531 -5.3458 3.7578 0.10 0.17 -0.01
H 1.3843 -4.1492 2.4755 0.13 -0.06 0.31
C 1.0843 -2.8342 -4.4209 -0.06 0.02 0.05
C -0.2988 -2.9634 -4.3387 -0.01 0.02 0.13
C -0.9567 -2.6875 -3.1417 0.11 0.00 0.01
C -0.2411 -2.2854 -2.0021 0.37 0.11 -0.44
C 1.1578 -2.1663 -2.1073 -0.30 -0.13 -0.29
C 1.8123 -2.4353 -3.3050 -0.15 -0.01 0.03
Si -1.0908 -1.9456 -0.3772 0.56 0.46 0.38
C -2.8876 -1.6177 -0.7183 -0.46 0.24 0.06
C -3.2465 -0.7197 -1.7369 -0.12 -0.06 0.02
C -4.5820 -0.4651 -2.0347 0.08 -0.05 0.05
C -5.5881 -1.1085 -1.3194 0.09 -0.01 0.00
C -5.2556 -2.0085 -0.3136 0.12 -0.01 0.01
C -3.9179 -2.2600 -0.0149 -0.06 0.13 -0.11
C -0.9204 -3.4726 0.6874 0.19 -0.24 0.46
C -0.3080 -4.6242 0.1676 -0.04 -0.03 0.07
C -0.2250 -5.7975 0.9180 -0.09 0.11 -0.04
C -0.7506 -5.8410 2.2033 -0.18 0.05 -0.17
C -1.3500 -4.7080 2.7446 -0.11 0.06 -0.20
C -1.4231 -3.5342 1.9996 -0.02 -0.28 -0.09
H 1.5943 -3.0426 -5.3564 -0.05 0.02 0.09
H -0.8674 -3.2784 -5.2085 0.05 0.03 0.09
H -2.0399 -2.7927 -3.0945 0.20 0.03 -0.01
H 1.7448 -1.8498 -1.2575 0.11 0.03 0.14
H 2.8891 -2.3288 -3.3657 -0.04 0.01 0.02
H -2.4724 -0.2185 -2.3132 -0.11 -0.08 0.08
H -4.8367 0.2309 -2.8291 0.04 -0.08 0.10
H -6.6300 -0.9145 -1.5523 0.09 -0.01 0.02
H -6.0389 -2.5207 0.2388 0.11 0.07 -0.07
H -3.6792 -2.9759 0.7654 -0.01 0.07 -0.07
H 0.0968 -4.6100 -0.8423 -0.05 0.00 0.16
H 0.2455 -6.6790 0.4928 -0.04 0.10 0.04
H -0.6911 -6.7550 2.7841 0.00 0.05 -0.03
H -1.7554 -4.7355 3.7515 0.05 0.02 -0.09
H -1.8726 -2.6542 2.4460 0.05 -0.06 -0.04
```
Positions in Å, forces in eV/Å.

2S+1: 1
Frontier orbital gap (spin up / spin down) (hartree): 0.2191 / 0.2196